Record 1
DFT (wB97M-V/def2-TZVPD) results for the molecule C3H5IN3P in a non-equilibrium geometry.

Each line ends with the natural charge from an NBO analysis.
Atoms and positions in Å:
1 C 0.203 0.658 -1.038  0.27
2 C -1.279 0.346 0.389  0.21
3 C 1.355 0.497 -1.959  -0.64
4 N -0.492 1.771 -0.883  -0.29
5 N -1.528 1.582 -0.070  -0.34
6 N -0.329 -0.347 -0.242  -0.61
7 P -0.199 -1.187 2.957  0.16
8 I -2.361 -0.847 1.949  0.49
9 H 2.018 1.428 -1.784  0.23
10 H 1.896 -0.348 -1.691  0.22
11 H 1.020 0.304 -3.010  0.23
12 H 0.333 -1.500 1.678  0.07
13 H -0.637 -2.357 3.704  0.01

Atomic forces in eV per Å
C -1.53 -1.38 1.40
C 0.15 -0.05 -1.54
C -0.21 2.34 -0.36
N 0.17 1.05 -1.51
N -0.32 -0.87 2.28
N 0.74 0.29 0.37
P 0.41 0.63 1.16
I -0.28 1.06 -1.43
H -0.99 -1.48 -0.95
H 1.12 -1.53 0.65
H 0.36 0.76 0.74
H -0.14 -0.94 0.25
H 0.51 0.12 -1.08

Its total energy is -920.48310 Ha. As for the charge: 0.



Record 2
DFT (wB97M-V/def2-TZVPD) results for the molecule C3H5IO in a non-equilibrium geometry.

Each line ends with the natural charge from an NBO analysis.
Atoms and positions in Å:
1 C 0.521 0.277 1.205  -0.64
2 C 0.452 0.202 -0.328  0.06
3 O 0.437 -1.094 -0.832  -0.48
4 C -0.787 -0.507 -0.874  -0.09
5 I -1.606 -0.032 -2.750  0.08
6 H 0.126 -0.526 1.658  0.21
7 H -0.174 1.096 1.585  0.22
8 H 1.628 0.402 1.349  0.22
9 H 1.042 1.036 -0.836  0.20
10 H -1.639 -0.854 -0.177  0.21

Atomic forces in eV per Å
C 1.43 3.90 -2.28
C -1.86 1.12 1.02
O 1.29 -1.88 -0.58
C -0.90 1.48 1.26
I -0.02 0.04 -0.28
H -0.89 -3.39 1.35
H 1.54 -0.35 -0.52
H -1.20 0.13 0.96
H -1.09 -1.46 0.09
H 1.70 0.40 -1.02

Its total energy is -490.16694 Ha. As for the charge: 0.



Record 3
DFT (wB97M-V/def2-TZVPD) results for the molecule C3H5IO in a non-equilibrium geometry.

Each line ends with the natural charge from an NBO analysis.
Atoms and positions in Å:
1 C 0.704 -0.006 0.128  -0.65
2 C -0.724 -0.067 -0.400  0.05
3 O -1.265 -1.323 -0.571  -0.48
4 C -1.883 -0.604 0.417  -0.09
5 I -3.850 0.055 -0.002  0.08
6 H 1.452 -0.262 -0.723  0.23
7 H 0.833 -0.614 1.097  0.23
8 H 1.084 0.961 0.175  0.22
9 H -1.007 0.716 -1.109  0.19
10 H -1.744 -1.018 1.532  0.22

Atomic forces in eV per Å
C 0.48 -2.36 -1.01
C 0.25 1.38 1.70
O -0.32 -1.92 -1.17
C 1.19 -0.04 2.40
I 0.03 -0.02 0.12
H -1.34 -0.88 1.32
H 0.08 0.95 -1.72
H -0.08 2.20 1.15
H 0.07 -0.39 -0.16
H -0.37 1.07 -2.64

Its total energy is -490.16888 Ha. As for the charge: 0.



Record 4
DFT (wB97M-V/def2-TZVPD) results for a structure of composition C3H5IO in a non-equilibrium geometry.

Each line ends with the natural charge from an NBO analysis.
Atoms and positions in Å:
1 C -1.084 -0.148 1.081  -0.50
2 C -0.385 -0.183 -0.140  0.34
3 C 0.946 0.594 -0.190  -0.70
4 O -0.885 -0.875 -1.057  -0.61
5 I 0.381 -1.919 -2.239  0.38
6 H -2.009 -0.669 1.417  0.22
7 H -0.712 0.662 1.635  0.18
8 H 1.823 -0.012 -0.492  0.23
9 H 0.977 1.497 -0.830  0.22
10 H 0.948 1.054 0.816  0.23

Atomic forces in eV per Å
C 0.79 -0.28 -2.50
C 0.44 2.29 6.55
C -0.83 0.83 0.02
O -1.24 -2.72 -4.48
I -0.16 -0.10 -0.09
H 0.94 0.38 -0.86
H 0.04 0.66 1.42
H -0.51 0.19 0.71
H -0.44 -0.63 -0.30
H 0.97 -0.63 -0.46

Its total energy is -490.14494 Ha. As for the charge: 0.